DFT (ωB97M-V/def2-TZVPD) results for a molecular structure, C43H46LiO19S.

XYZ file:
```
110
Properties=species:S:1:pos:R:3:lowdin_charge:R:1
Li 3.84 29.08 14.76 0.832
S 5.83 26.62 14.35 0.212
O 4.75 27.52 14.26 -0.348
O 5.38 25.32 14.73 -0.313
O 6.44 26.64 13.06 -0.296
O 6.71 27.16 15.32 -0.312
C 5.79 23.16 11.81 -0.206
O 4.98 23.57 12.86 -0.156
H 6.61 23.86 11.41 0.100
H 5.38 22.60 11.00 0.056
H 6.58 22.32 12.24 0.107
H 5.60 24.19 13.35 0.053
C 5.66 20.88 16.73 0.022
C 6.38 19.79 16.20 -0.009
C 7.38 19.93 15.16 -0.313
C 7.55 21.31 14.65 -0.024
C 6.87 22.38 15.12 -0.030
C 5.90 22.19 16.13 -0.337
O 5.07 23.10 16.51 0.086
O 8.18 18.90 14.89 0.041
H 4.91 20.86 17.51 0.104
H 6.07 18.91 16.51 0.044
H 8.40 21.28 14.02 0.087
H 6.74 23.34 14.79 0.055
H 5.27 23.88 15.95 0.084
H 8.87 19.50 14.51 0.111
C 4.34 25.81 10.88 -0.093
C 3.68 24.98 10.09 -0.048
C 3.44 25.22 8.72 -0.335
C 3.80 26.46 8.24 -0.075
C 4.51 27.38 9.00 -0.034
C 4.62 27.12 10.42 -0.275
O 5.34 28.06 11.22 -0.057
O 2.54 24.48 7.97 -0.025
H 4.56 25.43 11.94 0.113
H 3.38 24.00 10.98 0.209
H 3.32 26.79 7.20 0.150
H 4.78 28.57 8.98 0.162
H 5.66 27.35 11.92 0.046
H 2.15 23.57 8.12 0.133
C 2.64 25.80 16.39 -0.018
C 1.91 26.33 17.50 0.011
C 0.54 26.12 17.58 -0.387
C -0.07 25.35 16.56 -0.018
C 0.64 24.92 15.40 0.020
C 2.06 25.10 15.38 -0.297
O 2.91 24.73 14.38 0.027
O -0.23 26.48 18.58 0.054
H 3.68 26.10 16.15 0.102
H 2.37 26.94 18.22 0.084
H -1.16 24.95 16.51 0.133
H 0.23 24.42 14.68 0.041
H 3.85 24.75 14.63 0.022
H -1.12 26.15 18.63 0.102
C 9.26 31.10 12.54 0.034
C 8.43 30.34 13.35 0.001
C 8.12 30.59 14.71 -0.341
C 8.68 31.75 15.26 -0.041
C 9.49 32.61 14.50 -0.047
C 9.81 32.28 13.14 -0.341
O 10.69 32.99 12.44 0.026
O 7.49 29.76 15.55 0.000
H 9.46 30.83 11.65 0.051
H 7.91 29.58 13.00 0.063
H 8.67 31.87 16.46 0.156
H 9.99 33.38 15.13 0.115
H 10.56 33.88 12.93 0.147
H 7.64 28.75 15.27 0.145
C 11.01 27.91 11.91 -0.005
C 9.80 27.26 12.07 -0.005
C 9.11 26.81 10.89 -0.366
C 9.53 26.99 9.69 -0.090
C 10.82 27.31 9.52 -0.034
C 11.61 27.84 10.61 -0.310
O 12.86 28.22 10.37 0.042
O 7.89 26.26 11.06 -0.006
H 11.38 28.36 12.82 0.109
H 9.16 27.26 12.98 0.116
H 9.08 26.55 8.72 0.165
H 11.17 27.29 8.47 0.119
H 13.16 28.75 9.68 0.075
H 7.48 26.41 12.02 0.060
C 9.64 23.98 14.29 -0.021
C 8.95 25.03 15.08 0.000
C 8.94 24.99 16.49 -0.314
C 9.93 24.20 17.12 0.005
C 10.78 23.36 16.36 0.031
C 10.55 23.25 14.94 -0.335
O 11.34 22.51 14.12 0.040
O 8.16 25.90 17.16 -0.076
H 9.57 24.24 13.23 0.120
H 8.34 25.52 14.44 0.029
H 10.11 24.15 18.12 0.073
H 11.38 22.82 16.96 0.062
H 11.40 22.54 13.21 0.060
H 7.43 26.47 16.37 0.152
C 5.19 29.96 20.60 0.000
C 4.72 29.06 19.64 0.016
C 5.59 28.64 18.64 -0.219
C 6.89 28.97 18.65 0.032
C 7.44 29.73 19.78 0.077
C 6.53 30.33 20.67 -0.316
O 7.02 31.21 21.56 0.104
O 5.07 27.86 17.52 -0.016
H 4.63 30.30 21.37 0.079
H 3.79 28.87 19.55 0.046
H 7.54 28.68 18.22 -0.042
H 8.45 30.04 19.59 0.111
H 6.56 31.39 22.27 0.012
H 5.70 27.48 16.86 0.057
```

* frontier orbital gap: 5.51 eV
* E_HOMO: -4.739 eV
* charge: -1

DFT (ωB97M-V/def2-TZVPD) results for a molecular structure, C43H47Cl2N4O2PbSSi3.

XYZ file:
```
103
Properties=species:S:1:pos:R:3:lowdin_charge:R:1
Pb 0.83 0.23 0.41 1.301
C 1.50 1.80 4.16 -0.163
Si 0.38 2.96 3.20 0.444
C 1.33 3.68 1.75 -0.174
C -0.23 4.34 4.30 -0.164
C -1.11 1.99 2.63 -0.213
C -1.29 0.63 3.16 -0.399
C -2.06 0.37 4.31 -0.013
C -2.20 -0.93 4.74 -0.039
C -1.58 -1.96 4.03 -0.044
C -0.84 -1.62 2.92 -0.141
N -0.70 -0.36 2.50 0.001
Si -2.54 2.65 1.61 0.466
C -3.86 3.24 2.81 -0.161
C -3.18 1.25 0.56 -0.150
C -1.94 4.08 0.56 -0.171
H 2.47 2.26 4.37 0.035
H 1.67 0.87 3.60 -0.002
H 1.05 1.52 5.12 0.044
H 2.35 3.91 2.06 0.036
H 0.87 4.60 1.40 0.032
H 1.38 3.00 0.90 -0.031
H 0.60 4.91 4.72 0.038
H -0.82 3.95 5.13 0.036
H -0.85 5.04 3.74 0.029
H -2.52 1.19 4.83 0.118
H -2.79 -1.15 5.62 0.115
H -1.68 -2.99 4.32 0.109
H -0.33 -2.37 2.33 0.113
H -4.28 2.41 3.37 0.029
H -4.67 3.72 2.26 0.039
H -3.45 3.97 3.51 0.030
H -3.69 0.50 1.18 0.039
H -2.36 0.73 0.05 0.004
H -3.88 1.60 -0.19 0.047
H -1.58 4.90 1.18 0.029
H -2.75 4.46 -0.06 0.038
H -1.13 3.76 -0.10 0.000
Cl -1.20 3.78 -3.21 0.839
C 0.13 2.79 -3.56 -0.561
C 0.69 2.78 -4.83 -0.110
C 1.79 2.00 -5.10 -0.566
Cl 2.46 2.05 -6.67 0.801
C 2.39 1.15 -4.11 -0.150
C 3.50 0.33 -4.35 0.005
C 4.00 -0.45 -3.34 -0.017
C 3.37 -0.42 -2.09 -0.121
N 2.33 0.36 -1.84 0.053
C 1.84 1.13 -2.82 -0.133
C 0.67 1.98 -2.48 -0.352
O 0.18 2.01 -1.35 -0.106
H 0.26 3.40 -5.60 0.122
H 3.95 0.32 -5.34 0.101
H 4.85 -1.10 -3.50 0.120
H 3.70 -1.06 -1.28 0.108
C 3.85 -1.03 5.08 -0.016
N 4.42 -0.24 4.00 -0.120
C 5.36 0.76 4.17 -0.045
C 5.59 1.32 2.97 -0.058
N 4.78 0.64 2.07 0.077
C 4.06 -0.31 2.70 -0.796
S 2.94 -1.37 2.01 0.544
H 4.64 -1.57 5.59 0.101
H 3.15 -1.74 4.64 0.057
H 3.33 -0.38 5.78 0.096
H 5.79 0.98 5.14 0.130
H 6.25 2.11 2.67 0.120
H 4.72 0.81 1.08 0.148
O -0.41 -1.07 -0.63 -0.522
Si -1.00 -2.05 -1.78 0.470
C 0.16 -3.48 -2.14 -0.219
C 1.41 -3.24 -2.70 -0.113
C 2.31 -4.27 -2.93 -0.085
C 1.97 -5.58 -2.60 -0.085
C 0.73 -5.84 -2.05 -0.077
C -0.16 -4.80 -1.82 -0.077
C -1.24 -1.11 -3.39 -0.205
C -0.91 -1.66 -4.63 -0.084
C -1.15 -0.96 -5.81 -0.076
C -1.73 0.29 -5.77 -0.084
C -2.07 0.86 -4.55 -0.117
C -1.82 0.16 -3.38 -0.094
C -2.65 -2.71 -1.21 -0.226
C -3.46 -3.46 -2.06 -0.092
C -4.68 -3.96 -1.63 -0.080
C -5.12 -3.70 -0.34 -0.085
C -4.34 -2.94 0.52 -0.082
C -3.11 -2.45 0.08 -0.094
H 1.67 -2.23 -3.00 0.079
H 3.27 -4.06 -3.39 0.098
H 2.67 -6.38 -2.78 0.104
H 0.46 -6.86 -1.79 0.105
H -1.13 -5.03 -1.38 0.099
H -0.46 -2.64 -4.68 0.099
H -0.88 -1.41 -6.76 0.105
H -1.93 0.83 -6.69 0.106
H -2.54 1.83 -4.52 0.077
H -2.10 0.62 -2.43 0.097
H -3.14 -3.66 -3.08 0.108
H -5.30 -4.54 -2.30 0.104
H -6.08 -4.08 -0.01 0.103
H -4.68 -2.73 1.52 0.100
H -2.51 -1.85 0.75 0.068
```

* frontier orbital gap (alpha / beta): 7.36 / 5.39 eV
* E_HOMO (alpha / beta): -10.472 / -10.341 eV
* charge: +1

DFT (ωB97M-V/def2-TZVPD) results for a molecular structure, C43H47CsN7O2PS4.

XYZ file:
```
105
Properties=species:S:1:pos:R:3:lowdin_charge:R:1
Cs 0.19 -0.31 0.33 0.985
C -3.45 -4.75 3.89 -0.465
S -4.91 -4.54 2.83 0.687
C -4.42 -2.89 2.16 -1.208
S -4.23 -1.62 3.23 0.421
N -4.39 -2.93 0.89 -0.123
N -3.73 -2.35 -0.04 0.038
C -4.26 -2.02 -1.17 -0.137
C -3.46 -1.69 -2.31 -0.312
C -4.09 -1.44 -3.55 -0.069
C -3.32 -1.23 -4.67 -0.106
C -1.93 -1.24 -4.54 -0.076
C -1.40 -1.44 -3.28 -0.146
N -2.12 -1.67 -2.20 0.121
H -3.65 -5.56 4.58 0.011
H -3.31 -3.81 4.42 -0.022
H -2.59 -4.98 3.26 0.006
H -5.35 -2.05 -1.32 0.106
H -5.17 -1.44 -3.60 0.096
H -3.79 -1.07 -5.63 0.091
H -1.29 -1.10 -5.40 0.093
H -0.32 -1.44 -3.13 0.100
C 5.25 0.87 4.24 -0.097
C 4.17 0.19 5.07 -0.291
N 2.95 0.96 5.08 -0.161
C 2.69 1.80 6.22 -0.237
C 1.73 1.13 7.21 -0.083
C 2.06 0.88 4.05 -0.747
S 2.42 -0.16 2.78 0.644
N 0.97 1.61 4.21 0.075
C 0.11 1.95 3.24 -0.491
O 0.22 1.79 2.02 -0.242
C -1.06 2.71 3.80 -0.125
C -0.99 3.30 5.05 -0.037
C -2.05 4.06 5.53 -0.102
C -3.19 4.21 4.76 -0.115
C -3.27 3.62 3.51 -0.087
C -2.21 2.87 3.03 -0.012
H 6.14 0.25 4.19 0.065
H 5.50 1.84 4.67 0.064
H 4.87 1.03 3.23 0.042
H 4.51 0.07 6.11 0.109
H 3.96 -0.80 4.66 0.071
H 2.25 2.74 5.87 0.103
H 3.64 2.02 6.71 0.109
H 0.76 1.02 6.74 0.061
H 1.63 1.73 8.11 0.061
H 2.11 0.15 7.48 0.067
H -0.09 3.17 5.63 0.087
H -1.98 4.53 6.50 0.091
H -4.02 4.80 5.14 0.088
H -4.16 3.75 2.91 0.097
H -2.26 2.40 2.06 0.117
C 6.21 -2.29 -2.50 -0.134
C 5.38 -2.27 -1.36 -0.122
C 4.23 -1.53 -1.36 -0.054
C 3.82 -0.82 -2.50 -0.240
C 2.59 -0.10 -2.51 -0.090
C 2.27 0.59 -3.66 -0.208
C 3.10 0.59 -4.79 -0.141
C 4.28 -0.11 -4.79 -0.102
C 4.67 -0.84 -3.65 -0.205
C 5.87 -1.58 -3.61 -0.080
H 7.12 -2.88 -2.48 0.081
H 5.68 -2.83 -0.48 0.082
H 3.60 -1.49 -0.47 0.089
H 1.33 1.14 -3.73 0.042
H 2.81 1.16 -5.67 0.075
H 4.93 -0.12 -5.66 0.085
H 6.52 -1.58 -4.48 0.092
C 0.48 -5.31 1.79 -0.175
P 0.87 -3.51 1.84 0.509
C 0.05 -2.90 3.35 -0.162
C 2.68 -3.51 2.13 -0.185
O 0.48 -2.80 0.61 -0.671
H 0.83 -5.83 2.68 0.040
H 0.97 -5.71 0.91 0.044
H -0.59 -5.44 1.68 0.038
H 0.19 -3.56 4.21 0.052
H -1.02 -2.79 3.14 0.038
H 0.45 -1.91 3.58 0.004
H 2.97 -4.18 2.93 0.044
H 2.99 -2.49 2.37 -0.051
H 3.15 -3.80 1.19 0.048
S -3.37 4.72 -5.36 0.951
C -2.76 3.65 -4.06 -0.516
C -1.46 3.78 -3.59 -0.074
C -1.01 2.88 -2.64 -0.124
N -1.76 1.91 -2.14 0.099
C -3.00 1.79 -2.59 -0.127
C -3.55 2.62 -3.55 -0.074
C -2.88 3.64 -6.69 -0.519
C -3.71 2.61 -7.11 -0.084
C -3.25 1.77 -8.10 -0.156
N -2.06 1.88 -8.69 0.059
C -1.28 2.88 -8.27 -0.150
C -1.63 3.78 -7.29 -0.079
H -0.82 4.57 -3.96 0.101
H -0.01 2.94 -2.24 0.116
H -3.58 0.99 -2.16 0.103
H -4.57 2.49 -3.89 0.101
H -4.69 2.47 -6.67 0.101
H -3.86 0.95 -8.46 0.102
H -0.32 2.94 -8.77 0.104
H -0.96 4.57 -6.99 0.102
```

* frontier orbital gap: 4.51 eV
* E_HOMO: -1.299 eV
* charge: -2

The following largest force on an atom values (in eV Å⁻¹) correspond, in order, to the records above: 19.31, 0.67, 2.35.